The following is a quantum chemistry calculation of C4H6OS in the gas phase at a distorted geometry, from OMol25.

Cartesian coordinates (Å):
C1 -1.231 -1.598 0.055
C2 -0.704 -0.156 -0.091
O1 -1.479 0.721 -0.296
C3 0.781 0.097 0.011
C4 1.116 1.618 0.062
S1 2.005 -1.017 -0.156
H1 -0.552 -2.208 -0.549
H2 -1.229 -1.852 1.054
H3 -2.274 -1.525 -0.211
H4 0.400 2.138 0.766
H5 0.983 2.033 -0.958
H6 2.186 1.750 0.314

Cartesian forces, eV/Å:
0.88 1.97 -2.01
-0.14 -2.86 0.57
-0.44 1.75 -0.29
2.22 1.16 -0.65
-0.30 -0.69 0.36
-1.91 1.05 0.34
-0.64 -0.42 0.21
0.49 -0.86 2.28
-0.15 -0.42 -0.65
0.96 -0.44 -0.82
-0.20 -0.19 0.54
-0.77 -0.04 0.11

Results
Relative energy (zero: lowest compared OMol25 entry of this formula, charge and spin) in kJ/mol: 120.4
SMILES: CC(=O)C(C)=S
E_HOMO in eV: -9.049
Gap between HOMO and LUMO in eV: 7.7025
Multiplicity: 1

=====

The following is a quantum chemistry calculation of a 2-piece molecular cluster, C4H12S overall at a distorted geometry, from OMol25.

Cartesian coordinates (Å):
C1 0.398 -0.337 2.200
S1 1.255 -0.987 0.763
C2 2.994 -0.810 0.843
H1 0.747 0.561 2.707
H2 -0.650 -0.203 1.860
H3 0.082 -1.010 3.071
H4 3.175 -0.123 1.605
H5 3.594 -0.758 -0.200
H6 3.282 -1.900 1.025
C3 -2.167 0.119 -1.412
C4 -1.575 1.329 -2.089
H7 -1.589 -0.857 -1.576
H8 -2.251 0.176 -0.317
H9 -3.225 -0.091 -1.726
H10 -2.011 1.538 -3.039
H11 -0.473 1.165 -2.243
H12 -1.585 2.190 -1.472

Cartesian forces, eV/Å:
-1.74 -0.71 1.85
-2.42 -0.05 -1.43
1.88 -3.85 -2.38
0.22 0.24 -0.59
0.74 0.63 -0.45
1.48 0.00 -1.05
1.33 1.01 0.97
-1.93 1.09 2.17
0.42 1.64 0.89
-0.89 -2.30 0.34
2.17 -0.99 0.10
-0.71 1.44 -0.07
0.29 0.36 -0.23
0.92 0.23 0.05
-0.35 0.18 -0.66
-0.94 0.07 -0.08
-0.46 1.00 0.58

Results
Relative energy (zero: lowest compared OMol25 entry of this formula, charge and spin) in kJ/mol: 154.6
SMILES: CSC.CC
E_HOMO in eV: -8.185
Gap between HOMO and LUMO in eV: 9.1569
Multiplicity: 1